1.
This record from OMol25 describes C26H25N5PdS4SbTe as an isolated structure in a non-equilibrium geometry. The level of theory is ωB97M-V/def2-TZVPD.

Summary:
HOMO-LUMO gap (spin up / spin down)   5.872 / 5.823 eV
Total charge   +2
2S+1   2
HOMO energy (spin up / spin down)   -13.442 / -13.396 eV

Each line ends with the Löwdin charge.
Element x y z (Å)
Pd (-0.156226, 0.703733, -0.216095)  0.219
S (-1.851504, 4.921985, -0.275038)  0.047
Sb (-2.680440, 2.988076, 0.826529)  0.422
S (-2.234596, 1.427716, -0.972510)  0.044
S (-0.453554, 2.332022, 1.582095)  0.073
C (4.953759, 0.225630, -1.548839)  0.010
N (3.864652, -0.571740, -2.125717)  -0.090
C (3.930807, -1.270382, -3.320186)  0.005
C (2.746000, -1.875599, -3.495764)  0.007
N (1.957955, -1.541415, -2.398050)  0.011
C (2.656670, -0.743561, -1.569903)  -0.630
S (2.208332, -0.164321, -0.029255)  0.636
C (0.635492, -2.032642, -2.206233)  -0.266
C (0.412329, -3.375144, -2.426852)  0.024
C (-0.896290, -3.834321, -2.426492)  -0.005
C (-1.908411, -2.913607, -2.246711)  -0.028
C (-1.573503, -1.597332, -1.976598)  -0.158
N (-0.313130, -1.148189, -1.913104)  0.095
H (5.897433, -0.132221, -1.949232)  0.105
H (4.957220, 0.115772, -0.469506)  0.078
H (4.825459, 1.276549, -1.801912)  0.105
H (4.813313, -1.273060, -3.937627)  0.144
H (2.382230, -2.486678, -4.303791)  0.143
H (1.247012, -4.040451, -2.605819)  0.132
H (-1.110267, -4.883220, -2.584671)  0.130
H (-2.949464, -3.204479, -2.290082)  0.125
H (-2.348982, -0.859377, -1.838536)  0.021
N (2.308828, 6.276711, -2.086220)  0.163
C (1.872775, 5.040250, -1.772553)  -0.304
C (0.920660, 4.372865, -2.559685)  -0.020
C (0.522954, 3.108016, -2.208730)  -0.181
N (1.000771, 2.454488, -1.138608)  -0.102
C (1.896274, 3.092995, -0.370328)  -0.241
C (2.360411, 4.351366, -0.645841)  0.004
H (1.931890, 6.775107, -2.871498)  0.118
H (2.954095, 6.762222, -1.490600)  0.118
H (0.500763, 4.847561, -3.438032)  0.125
H (-0.203546, 2.581173, -2.812350)  0.092
H (2.266425, 2.561184, 0.491646)  0.061
H (3.091689, 4.809680, 0.008080)  0.124
Te (-0.065805, -0.804260, 2.074325)  1.524
C (-1.397664, -2.345435, 1.533263)  -0.493
C (-2.608349, -2.048647, 0.917071)  -0.184
C (-3.533488, -3.064503, 0.723619)  -0.067
C (-3.234901, -4.364296, 1.116809)  -0.048
C (-2.008992, -4.655375, 1.700195)  -0.053
C (-1.081768, -3.644063, 1.917978)  -0.120
C (-1.291234, -0.031769, 3.607230)  -0.547
C (-0.609053, 0.520619, 4.686135)  -0.159
C (-1.330295, 1.050818, 5.747008)  -0.054
C (-2.716791, 1.029185, 5.721790)  -0.046
C (-3.388798, 0.479986, 4.635390)  -0.053
C (-2.678960, -0.051766, 3.568661)  -0.126
H (-2.832275, -1.037229, 0.600311)  0.061
H (-4.490552, -2.839282, 0.267279)  0.122
H (-3.965260, -5.151858, 0.977238)  0.119
H (-1.774844, -5.667418, 2.007013)  0.119
H (-0.138218, -3.865580, 2.402510)  0.104
H (0.475193, 0.531790, 4.705927)  0.099
H (-0.804141, 1.471582, 6.594698)  0.120
H (-3.278936, 1.440451, 6.550886)  0.120
H (-4.470615, 0.455404, 4.621974)  0.118
H (-3.210539, -0.485718, 2.737304)  0.086

Forces on the atoms, in the same order (eV/Å):
1.48 0.46 0.42
-0.09 0.07 0.00
-0.02 0.23 -0.03
0.37 -0.13 0.67
0.20 -0.93 -0.77
-0.07 0.02 -0.09
0.21 0.10 0.02
0.18 0.10 0.14
-0.17 -0.01 0.01
-0.04 -0.10 -0.10
-0.01 0.15 -0.16
-0.35 0.05 0.57
0.19 0.03 0.03
0.06 -0.14 -0.07
0.02 0.00 0.00
-0.06 -0.03 -0.03
0.08 -0.05 -0.16
-0.45 0.22 0.22
-0.03 -0.04 -0.03
-0.01 -0.06 0.02
-0.05 -0.01 -0.03
-0.03 0.03 0.06
-0.03 0.04 0.06
-0.03 0.03 0.01
0.00 0.03 -0.02
0.05 0.04 0.00
-0.02 0.00 0.16
-0.08 -0.20 0.08
0.09 0.17 0.01
-0.03 0.04 -0.11
0.10 -0.04 -0.04
-0.72 -0.26 -0.37
0.08 0.09 -0.18
0.05 0.03 -0.01
-0.01 0.02 -0.02
0.02 0.04 0.01
0.01 -0.05 0.03
-0.07 0.02 0.04
0.01 -0.02 0.08
-0.02 -0.03 -0.02
-1.06 0.20 -0.32
0.13 -0.03 -0.06
-0.02 -0.07 0.08
0.01 -0.02 0.01
-0.01 0.02 0.01
0.02 -0.05 0.02
0.00 0.07 0.01
0.08 -0.02 -0.09
0.05 -0.05 -0.05
0.06 -0.02 0.04
-0.03 0.03 -0.01
0.02 0.00 -0.02
0.01 0.02 0.10
-0.02 0.02 -0.03
0.04 -0.01 0.02
0.04 0.03 -0.01
-0.03 0.04 -0.02
-0.02 -0.04 -0.02
-0.02 0.04 0.05
-0.03 -0.01 -0.03
0.03 -0.03 -0.03
0.01 0.01 0.00
-0.06 -0.05 -0.04

2.
This record from OMol25 describes C20H60O10S10 as an isolated structure in a non-equilibrium geometry. The level of theory is ωB97M-V/def2-TZVPD.

Summary:
HOMO-LUMO gap   7.646 eV
2S+1   1
HOMO energy   -7.581 eV

Each line ends with the Löwdin charge.
Element x y z (Å)
C (3.891739, 1.108665, 4.489925)  -0.289
S (3.568797, -0.633231, 4.286742)  0.811
O (4.516819, -0.990519, 3.164667)  -0.556
C (4.310464, -1.251526, 5.854789)  -0.225
H (3.563826, 1.666585, 3.617850)  0.049
H (4.959447, 1.251515, 4.664895)  0.068
H (3.399916, 1.510256, 5.380975)  0.033
H (5.361827, -1.337808, 5.585843)  0.056
H (3.890368, -2.232596, 6.056038)  0.046
H (4.055028, -0.531238, 6.627405)  0.043
C (-4.475889, -1.305633, -0.784656)  -0.251
S (-6.188035, -1.735601, -0.344332)  0.854
O (-7.040749, -0.510275, -0.630728)  -0.560
C (-6.542485, -3.087962, -1.551322)  -0.249
H (-4.493738, -0.900331, -1.797155)  0.079
H (-3.772179, -2.133971, -0.741802)  0.041
H (-4.226469, -0.529316, -0.065563)  -0.095
H (-7.618294, -3.231637, -1.669418)  0.044
H (-6.248965, -4.016445, -1.056773)  0.041
H (-6.111000, -3.015324, -2.547900)  0.049
C (0.690008, 2.499288, 4.502213)  -0.284
S (-0.443269, 1.402297, 5.296238)  0.866
O (-0.491018, 0.175843, 4.413577)  -0.543
C (0.613903, 1.057510, 6.759519)  -0.231
H (1.581935, 2.012397, 4.118612)  0.021
H (0.802462, 3.356672, 5.166706)  0.077
H (0.069414, 2.847264, 3.672377)  0.030
H (0.291105, 0.247006, 7.406456)  0.058
H (0.562410, 1.957344, 7.378312)  0.053
H (1.630681, 0.938276, 6.388951)  0.013
C (-0.363349, -3.517375, -1.437433)  -0.261
S (-1.188515, -4.093641, 0.059365)  0.820
O (-2.657813, -4.230732, -0.225316)  -0.555
C (-0.537109, -5.779383, 0.143078)  -0.261
H (0.698618, -3.773681, -1.410566)  0.016
H (-0.513193, -2.458481, -1.627278)  0.029
H (-0.729611, -4.143414, -2.254638)  0.068
H (-1.110997, -6.469046, 0.757993)  0.058
H (0.451762, -5.648922, 0.594773)  0.023
H (-0.350658, -6.339445, -0.778048)  0.063
C (0.075805, 1.490767, 1.904840)  -0.285
S (-0.584575, 0.143151, 0.877178)  0.980
O (-1.965550, 0.497311, 0.409343)  -0.527
C (0.536139, 0.414078, -0.543881)  -0.231
H (0.017696, 2.475320, 1.438209)  0.095
H (1.022492, 1.298683, 2.413033)  0.053
H (-0.574119, 1.585910, 2.785244)  -0.043
H (0.244472, 1.351157, -1.012140)  0.007
H (0.626820, -0.465081, -1.176690)  0.029
H (1.567483, 0.586300, -0.217295)  0.064
C (-2.635462, 1.874914, 1.830686)  -0.290
S (-4.277888, 1.218627, 2.445964)  0.890
O (-5.138682, 2.388500, 2.816480)  -0.580
C (-4.866784, 0.614982, 0.834014)  -0.292
H (-2.018346, 1.042834, 1.476996)  -0.173
H (-2.033253, 2.235591, 2.665632)  0.019
H (-2.648418, 2.644450, 1.059736)  0.075
H (-5.369434, 1.458494, 0.365976)  0.098
H (-5.589464, -0.159632, 1.075003)  0.008
H (-3.960793, 0.268970, 0.343590)  -0.006
C (2.328372, 4.769144, -3.860259)  -0.253
S (3.009167, 3.703242, -2.552210)  0.860
O (2.125929, 2.488481, -2.607417)  -0.583
C (4.539175, 3.218990, -3.390676)  -0.259
H (1.903221, 4.188217, -4.680723)  0.060
H (3.184705, 5.235167, -4.352532)  0.042
H (1.555334, 5.411995, -3.454427)  0.038
H (5.142957, 4.070560, -3.704758)  0.052
H (4.329246, 2.497767, -4.174325)  0.056
H (5.124701, 2.797999, -2.569549)  0.044
C (2.148729, -0.044970, -4.018514)  -0.293
S (0.971911, -1.373237, -4.085666)  0.794
O (-0.356417, -0.693226, -3.961040)  -0.558
C (1.028758, -1.765253, -5.872900)  -0.237
H (1.890809, 0.815477, -4.631576)  0.061
H (3.159300, -0.401065, -4.247394)  0.065
H (2.243741, 0.321841, -2.997716)  0.014
H (1.408290, -0.991077, -6.532039)  0.054
H (-0.013420, -2.056974, -5.998369)  0.044
H (1.588080, -2.685539, -6.062037)  0.043
C (2.314257, -2.343240, 0.821025)  -0.246
S (3.265623, -2.706940, -0.702168)  0.794
O (4.621249, -2.229752, -0.350847)  -0.545
C (3.299832, -4.530738, -0.422426)  -0.237
H (1.969009, -1.325681, 0.956802)  0.018
H (2.947396, -2.652303, 1.656482)  0.048
H (1.464906, -3.015456, 0.986971)  0.031
H (3.949915, -4.649519, 0.447167)  0.060
H (3.812192, -5.077200, -1.212594)  0.053
H (2.301859, -4.918039, -0.238010)  0.008
C (-3.415760, 3.776306, -3.431021)  -0.275
S (-1.722891, 3.130815, -3.627599)  0.870
O (-0.872428, 4.363264, -3.686988)  -0.587
C (-1.578669, 2.568427, -1.848530)  -0.230
H (-4.089939, 2.918723, -3.357894)  0.049
H (-3.746390, 4.294172, -4.334673)  0.045
H (-3.560473, 4.490820, -2.623575)  0.060
H (-0.733252, 1.881294, -1.859132)  -0.015
H (-2.484907, 2.063223, -1.521495)  0.047
H (-1.289420, 3.355537, -1.153704)  0.071

Forces on the atoms, in the same order (eV/Å):
0.38 0.51 1.21
0.54 -0.42 -1.02
-0.74 -0.19 0.86
-0.33 0.41 -1.12
0.09 -0.23 -0.17
0.07 -0.10 -0.34
-0.15 -0.08 -0.14
0.14 0.17 0.45
-0.05 0.02 0.03
0.30 -0.14 0.24
-0.36 -1.78 -1.78
-0.59 -0.12 -0.62
0.70 -1.29 -0.40
-0.31 -0.21 0.31
-0.02 0.09 -0.08
-0.31 -0.43 0.07
-0.46 -4.14 -2.74
-0.09 0.62 0.16
0.53 0.14 -0.05
0.27 0.31 0.16
-0.85 1.11 0.04
-0.23 -1.82 0.46
0.09 0.68 0.94
0.02 0.68 -0.22
-0.03 0.17 0.47
0.57 -0.06 0.00
0.57 0.43 0.27
-0.22 -0.29 -0.49
0.08 0.11 -0.14
-0.02 -0.30 0.21
0.32 -1.26 -0.49
-1.28 -0.36 0.30
0.80 0.32 -0.13
1.31 -0.34 -0.28
0.03 0.34 0.36
-0.22 -0.01 0.14
-0.39 0.33 -0.10
-0.37 0.63 0.32
-0.07 -0.16 0.21
-0.34 0.57 -0.40
-0.92 0.65 0.87
3.31 -2.13 -1.40
2.62 -4.85 -6.41
0.80 0.24 0.89
0.35 -0.12 -0.43
0.19 -0.63 -1.19
0.41 -0.79 -1.15
0.36 -0.73 0.04
-0.74 0.13 -0.26
-0.16 0.02 0.50
-1.92 2.58 4.30
1.20 1.64 -0.40
0.00 -0.35 0.10
0.10 2.72 3.18
-2.99 2.52 3.15
-1.33 0.86 0.67
-0.56 -0.01 -0.01
0.12 -0.10 -0.31
0.27 0.32 0.01
0.19 3.59 1.94
0.75 -0.28 -0.50
-0.93 -0.02 -1.30
0.34 0.13 0.67
0.38 0.22 1.03
-0.25 -0.51 0.50
-0.16 0.76 0.47
0.16 0.19 -0.03
-0.36 0.12 -0.30
-0.01 0.04 -0.06
-0.03 -0.52 -0.28
1.21 0.01 0.36
-0.36 0.71 -0.89
-0.01 -0.28 0.53
0.19 -1.09 0.54
-0.31 -0.22 -0.18
-0.14 -0.17 -0.31
-0.42 -0.10 0.05
-0.37 0.31 0.16
-0.06 0.45 -0.48
0.26 0.13 0.21
-0.34 -1.44 0.66
-0.34 -0.22 0.93
0.33 0.07 -0.52
0.45 0.40 0.35
0.35 0.15 -0.35
0.51 0.53 -0.17
-0.28 0.18 -0.65
-0.27 0.06 0.22
-0.27 0.34 -0.38
0.03 -0.07 -0.07
-0.61 -0.36 -0.76
-0.44 1.39 2.03
0.24 -0.32 -0.45
0.29 -0.37 -1.10
0.04 0.02 0.36
0.49 -0.07 -0.19
0.42 -0.27 0.32
-0.89 0.20 -0.56
0.09 -0.09 -0.06
-0.34 0.54 -0.41

Energy across the listed records, respectively: -95456.2698 -150523.0121 eV.